Entry 1:
ORCA calculation (ωB97M-V/def2-TZVPD) on a single C16H23NO5 molecule at a distorted geometry.

Energy relative to the best compared isomer or geometry (same formula, charge and spin): 0.0 kJ/mol
SMILES: CCCCC(=O)OCC(=O)c1[nH]c(C)c(C(=O)OCC)c1C
LUMO energy: 0.6079 eV
Largest force on an atom: 1.05 eV/Å
Electronic energy: -1054.48991 Eh
Kohn-Sham gap: 0.332 Eh

Each line ends with the Mulliken charge.
CARTESIAN COORDINATES (ANGSTROEM)
C  -3.48  -3.23  1.88  -1.29
C  -4.23  -2.33  0.91  -0.38
C  -3.32  -1.23  0.36  -0.57
H  -2.47  -1.68  -0.16  0.29
H  -2.93  -0.63  1.19  0.32
C  -4.07  -0.31  -0.61  -0.74
C  -3.12  0.74  -1.11  0.76
O  -2.43  0.63  -2.10  -0.74
O  -3.09  1.79  -0.31  -0.34
C  -2.23  2.89  -0.60  -0.95
C  -0.98  2.90  0.31  0.57
O  -0.95  3.65  1.26  -0.66
C  0.10  2.02  -0.04  -0.31
C  1.34  1.89  0.59  1.05
C  2.08  0.94  -0.14  0.48
C  1.27  0.51  -1.20  -0.07
N  0.10  1.17  -1.13  0.16
H  -0.69  1.00  -1.75  0.22
C  1.52  -0.48  -2.28  -1.21
H  0.63  -0.61  -2.88  0.34
H  2.34  -0.14  -2.92  0.28
H  1.82  -1.43  -1.85  0.30
C  3.44  0.51  0.15  0.32
O  4.11  0.86  1.10  -0.65
O  3.91  -0.34  -0.79  -0.31
C  5.23  -0.84  -0.60  -0.29
C  5.25  -2.03  0.35  -1.11
H  4.92  -1.72  1.34  0.31
H  4.60  -2.82  -0.01  0.28
H  6.26  -2.42  0.43  0.39
H  5.86  -0.03  -0.21  0.31
H  5.57  -1.13  -1.60  0.33
C  1.76  2.64  1.80  -1.40
H  1.12  2.37  2.64  0.28
H  2.79  2.42  2.04  0.39
H  1.63  3.71  1.64  0.32
H  -1.95  2.87  -1.66  0.50
H  -2.80  3.79  -0.38  0.38
H  -4.44  -0.89  -1.46  0.39
H  -4.90  0.17  -0.09  0.33
H  -4.62  -2.92  0.08  0.32
H  -5.08  -1.87  1.42  0.33
H  -2.64  -3.71  1.38  0.33
H  -3.10  -2.66  2.72  0.33
H  -4.14  -4.01  2.26  0.39

=====

Entry 2:
ORCA calculation (ωB97M-V/def2-TZVPD) on a 3-piece molecular cluster, C16H24BrNO9P2 overall at a distorted geometry.

SMILES: CCOCCOCP(c1cccnc1)#P(O)Br.O=C1OCCO1.O=C1OCCO1
LUMO energy: -0.5226 eV
Largest force on an atom: 3.93 eV/Å
Electronic energy: -4612.65651 Eh
Kohn-Sham gap: 0.292 Eh

Each line ends with the Mulliken charge.
CARTESIAN COORDINATES (ANGSTROEM)
C  2.86  -1.44  2.02  -1.07
C  2.15  -0.92  0.71  -0.07
O  1.56  -1.94  -0.10  -0.29
C  0.25  -2.30  0.34  -0.61
C  -0.84  -1.19  0.17  -0.04
O  -1.91  -1.54  -0.72  -0.44
C  -2.42  -0.35  -1.36  -0.48
P  -3.43  0.75  -0.16  -0.12
C  -4.36  -0.50  0.88  0.57
C  -5.40  -1.34  0.23  -0.57
C  -6.01  -2.29  1.16  -0.31
C  -5.66  -2.43  2.56  -0.28
N  -4.73  -1.62  3.13  -0.56
C  -4.14  -0.74  2.30  0.02
P  -2.03  1.88  1.13  0.36
O  -2.90  2.68  2.33  -0.45
Br  -1.01  3.42  -0.23  -0.26
H  2.82  -0.59  2.77  0.32
H  3.96  -1.57  1.81  0.27
H  2.41  -2.35  2.48  0.31
H  2.95  -0.44  0.08  0.34
H  1.46  -0.09  1.01  0.07
H  0.25  -2.67  1.40  0.16
H  -0.06  -3.19  -0.29  0.30
H  -0.34  -0.24  -0.18  0.34
H  -1.26  -0.96  1.19  0.17
H  -1.60  0.22  -1.87  0.43
H  -3.19  -0.74  -2.09  0.36
H  -5.68  -1.25  -0.84  0.36
H  -6.78  -2.98  0.75  0.29
H  -6.17  -3.21  3.17  0.33
H  -3.37  -0.08  2.77  0.25
H  -3.74  3.02  1.97  0.36
C  2.16  5.73  0.45  -0.14
C  1.86  5.52  1.91  -0.27
O  2.75  4.46  2.26  -0.32
C  3.78  4.48  1.37  0.64
O  4.78  3.84  1.47  -0.52
O  3.52  5.34  0.34  -0.33
H  2.03  6.77  0.14  0.28
H  1.55  5.09  -0.20  0.11
H  2.10  6.40  2.51  0.26
H  0.83  5.23  2.09  0.26
C  3.19  -2.55  -3.11  0.08
C  2.47  -1.85  -4.23  -0.31
O  3.16  -2.31  -5.39  -0.34
C  3.73  -3.50  -5.07  0.61
O  4.23  -4.24  -5.86  -0.52
O  3.65  -3.75  -3.73  -0.33
H  2.54  -2.77  -2.27  0.06
H  4.06  -1.99  -2.75  0.16
H  1.42  -2.13  -4.30  0.27
H  2.54  -0.76  -4.15  0.31

=====

Entry 3:
ORCA calculation (ωB97M-V/def2-TZVPD) on a 2-piece molecular cluster, C16H24ClN6O5 overall at a distorted geometry.

LUMO energy: -3.4808 eV
Largest force on an atom: 6.69 eV/Å
Net charge: +1
Electronic energy: -1788.46966 Eh
Kohn-Sham gap: 0.307 Eh

Each line ends with the Mulliken charge.
CARTESIAN COORDINATES (ANGSTROEM)
C  -2.96  -1.23  -0.64  -0.93
C  -2.79  -0.38  -2.01  0.15
O  -3.59  0.84  -1.95  -0.54
C  -1.21  -0.09  -2.18  -0.53
O  -0.72  0.98  -1.28  -0.30
N  0.51  0.62  -0.87  0.43
C  1.61  0.52  -1.82  -0.40
C  2.78  0.04  -0.92  0.30
C  4.26  -0.28  -1.50  -1.28
C  4.16  -1.77  -2.18  1.07
N  2.82  -2.41  -2.03  -0.53
N  5.21  -2.68  -1.61  -0.78
N  4.38  -1.61  -3.67  -0.79
N  2.41  -0.09  0.49  0.25
C  3.24  -0.47  1.67  -0.54
C  3.00  -2.07  1.91  0.52
O  4.02  -2.80  2.00  -0.43
Cl  1.30  -2.77  1.99  -0.11
C  0.99  0.28  0.45  -0.52
H  -1.93  -1.64  -0.31  0.18
H  -3.33  -0.54  0.21  0.21
H  -3.69  -2.11  -0.72  0.31
H  -3.19  -0.98  -2.91  0.43
H  -4.02  1.00  -2.82  0.32
H  -1.00  0.24  -3.26  0.31
H  -0.66  -1.09  -2.01  0.35
H  1.68  0.70  -2.94  0.39
H  4.47  0.55  -2.27  0.39
H  5.07  -0.29  -0.70  0.29
H  2.50  -2.87  -2.89  0.23
H  2.76  -3.01  -1.20  0.18
H  5.01  -3.65  -1.90  0.32
H  5.12  -2.68  -0.57  0.24
H  5.03  -0.83  -3.83  0.32
H  3.45  -1.27  -4.01  0.28
H  4.36  -0.24  1.53  0.32
H  2.93  0.11  2.63  0.38
H  0.30  0.30  1.36  0.49
C  -5.67  2.79  2.40  -0.43
C  -4.65  2.83  1.45  -0.50
C  -3.34  2.55  1.82  -0.23
C  -3.06  2.24  3.14  0.10
C  -4.07  2.21  4.10  -0.41
C  -5.38  2.48  3.72  -0.43
N  -1.68  1.92  3.53  1.04
O  -0.81  1.98  2.67  -0.66
O  -1.47  1.62  4.70  -0.58
H  -6.69  3.00  2.10  0.38
H  -4.88  3.07  0.41  0.40
H  -2.56  2.58  1.06  0.50
H  -3.85  1.97  5.14  0.44
H  -6.17  2.46  4.46  0.38

=====

Entry 4:
ORCA calculation (ωB97M-V/def2-TZVPD) on C16H24CuFN9O4 as an isolated structure at a distorted geometry.

Multiplicity: 2
LUMO energy (spin up / spin down): -0.3951 / -2.0654 eV
Largest force on an atom: 1.13 eV/Å
Electronic energy: -3158.23504 Eh
Kohn-Sham gap (spin up / spin down): 0.296 / 0.234 Eh

Each line ends with the Mulliken charge.
CARTESIAN COORDINATES (ANGSTROEM)
Cu  -0.26  0.11  0.73  -0.38
N  0.18  -0.17  2.76  -0.33
C  1.21  0.62  3.48  -0.64
C  2.64  0.15  3.26  -0.74
C  3.23  0.45  1.89  -0.31
N  2.50  -0.29  0.86  -0.34
H  -0.73  -0.01  3.18  0.28
H  0.38  -1.17  2.85  0.27
H  1.02  0.58  4.56  0.39
H  1.10  1.66  3.17  0.30
H  2.70  -0.93  3.44  0.30
H  3.26  0.63  4.01  0.41
H  4.30  0.20  1.90  0.42
H  3.15  1.52  1.68  -0.12
H  2.62  -1.29  0.96  0.18
H  2.81  -0.04  -0.07  0.21
N  -2.19  1.41  0.48  -0.31
C  -3.30  0.97  -0.37  -0.46
C  -4.07  -0.19  0.26  -0.69
C  -3.26  -1.46  0.40  -0.45
N  -2.13  -1.30  1.33  -0.16
H  -2.54  1.66  1.40  0.13
H  -1.77  2.25  0.09  0.32
H  -2.88  0.64  -1.33  0.12
H  -3.99  1.79  -0.58  0.44
H  -4.94  -0.40  -0.37  0.39
H  -4.46  0.12  1.24  0.29
H  -2.85  -1.74  -0.57  -0.02
H  -3.91  -2.28  0.72  0.39
H  -1.57  -2.17  1.31  0.34
H  -2.49  -1.19  2.27  0.34
F  -1.31  0.84  -4.03  -0.36
C  -0.38  -0.11  -3.89  0.57
C  -0.63  -1.20  -3.17  -0.11
N  0.28  -2.22  -3.01  0.09
C  0.05  -3.24  -1.99  -1.05
C  -0.17  -2.69  -0.57  0.46
O  -0.66  -3.45  0.26  -0.80
O  0.23  -1.50  -0.37  -0.08
C  1.52  -2.17  -3.62  0.50
O  2.37  -3.02  -3.49  -0.64
N  1.72  -1.04  -4.40  -0.08
C  0.90  0.07  -4.57  0.23
O  1.24  1.03  -5.22  -0.61
H  -1.59  -1.33  -2.70  0.36
H  0.92  -3.89  -1.97  0.42
H  -0.81  -3.86  -2.27  0.30
H  2.62  -0.99  -4.85  0.22
N  0.50  1.80  0.15  0.12
C  0.93  2.86  0.37  0.74
C  1.42  4.10  0.67  0.03
C  0.57  5.24  0.58  0.00
N  -0.13  6.15  0.53  -0.48
C  2.77  4.21  1.11  0.12
N  3.85  4.26  1.51  -0.51

=====

Entry 5:
ORCA calculation (ωB97M-V/def2-TZVPD) on C16H24F12MnO12P2 as an isolated structure at a distorted geometry.

Energy relative to the best compared isomer or geometry (same formula, charge and spin): 775.6 kJ/mol
Multiplicity: 6
LUMO energy (spin up / spin down): -5.0096 / -4.9084 eV
Largest force on an atom: 7.70 eV/Å
Electronic energy: -4559.21162 Eh
Kohn-Sham gap (spin up / spin down): 0.215 / 0.218 Eh

Each line ends with the Mulliken charge.
CARTESIAN COORDINATES (ANGSTROEM)
Mn  -0.63  0.00  -0.66  1.88
P  -0.75  4.43  -0.03  1.16
F  -1.03  3.10  -1.01  -0.41
F  -2.36  4.74  -0.09  -0.34
F  -0.87  3.27  1.21  -0.36
F  -0.28  5.66  0.87  -0.32
F  0.75  3.95  -0.26  -0.33
F  -0.54  5.28  -1.35  -0.35
P  0.14  -3.76  -1.45  1.14
F  1.66  -4.03  -1.64  -0.31
F  -0.26  -4.70  -2.79  -0.39
F  -0.03  -5.13  -0.59  -0.34
F  -1.50  -3.62  -1.27  -0.35
F  0.25  -2.77  -0.14  -0.34
F  0.01  -2.53  -2.45  -0.34
C  -8.12  -0.21  -4.93  -1.34
C  -6.60  0.22  -5.10  0.26
C  -6.15  1.68  -5.07  -0.36
O  -4.99  1.69  -4.29  -0.24
C  -4.94  0.51  -3.68  0.62
O  -4.12  0.11  -2.82  -0.61
O  -5.94  -0.31  -3.97  -0.30
H  -8.57  0.22  -5.83  0.39
H  -8.65  0.19  -4.06  0.33
H  -8.27  -1.29  -4.89  0.35
H  -6.09  -0.27  -5.92  0.30
H  -7.03  2.15  -4.64  0.30
H  -5.95  1.99  -6.10  0.30
C  -1.51  -2.09  6.72  -1.16
C  -2.52  -2.71  5.70  0.20
C  -3.84  -1.81  5.67  -0.39
O  -3.39  -0.85  4.71  -0.37
C  -2.51  -1.49  3.71  0.64
O  -2.25  -1.03  2.61  -0.57
O  -2.09  -2.50  4.35  -0.33
H  -1.15  -1.13  6.37  0.31
H  -0.68  -2.75  6.99  0.36
H  -2.10  -1.96  7.63  0.32
H  -2.58  -3.79  5.85  0.32
H  -4.17  -1.49  6.66  0.39
H  -4.60  -2.49  5.29  0.27
C  4.96  1.98  5.61  -1.20
C  4.79  0.90  4.61  0.36
C  4.08  -0.40  5.14  -0.48
O  3.10  -0.57  4.16  -0.32
C  3.00  0.55  3.25  0.61
O  2.23  0.71  2.31  -0.52
O  3.92  1.45  3.64  -0.33
H  4.06  2.59  5.68  0.33
H  5.88  2.48  5.30  0.30
H  5.07  1.36  6.50  0.35
H  5.71  0.47  4.22  0.29
H  3.58  -0.34  6.10  0.32
H  4.86  -1.16  5.05  0.29
C  5.58  0.94  -6.29  -1.31
C  5.32  -0.02  -5.07  0.31
C  6.14  0.20  -3.73  -0.44
O  5.13  0.34  -2.72  -0.28
C  3.95  0.39  -3.26  0.63
O  2.85  0.36  -2.63  -0.61
O  4.00  0.46  -4.61  -0.31
H  5.11  0.67  -7.24  0.34
H  6.65  0.79  -6.38  0.40
H  5.52  2.02  -6.14  0.32
H  5.39  -1.08  -5.31  0.30
H  6.65  1.16  -3.83  0.33
H  6.76  -0.69  -3.65  0.32

=====

Entry 6:
ORCA calculation (ωB97M-V/def2-TZVPD) on a 5-piece molecular cluster, C16H24F6NO21S4 overall at a distorted geometry.

Energy relative to the best compared isomer or geometry (same formula, charge and spin): 403.8 kJ/mol
LUMO energy: -5.6341 eV
Largest force on an atom: 6.57 eV/Å
Net charge: +1
Electronic energy: -4450.29302 Eh
Kohn-Sham gap: 0.249 Eh

Each line ends with the Mulliken charge.
CARTESIAN COORDINATES (ANGSTROEM)
O  4.72  -2.47  2.05  -0.48
C  4.15  -2.46  0.93  0.22
O  4.40  -1.34  0.06  -0.32
C  3.42  -1.30  -1.00  -0.37
C  3.46  0.07  -1.86  -0.48
N  2.53  1.15  -1.36  0.18
C  2.38  1.22  0.12  -0.11
O  3.38  1.65  0.77  -0.40
C  1.11  0.76  0.98  0.77
F  1.10  1.60  2.15  -0.28
F  1.32  -0.56  1.45  -0.20
C  -0.32  0.99  0.27  0.58
F  -1.21  1.44  1.31  -0.28
F  -0.31  2.06  -0.70  -0.29
C  -1.00  -0.37  -0.31  0.99
F  -1.40  -1.19  0.81  -0.25
F  -0.12  -1.12  -1.15  -0.31
C  -2.38  -0.08  -1.12  0.07
O  -3.00  1.01  -1.08  -0.44
O  -2.92  -1.16  -1.90  -0.41
H  3.40  -3.28  0.60  0.31
H  3.69  -2.15  -1.75  0.49
H  2.34  -1.52  -0.67  0.22
H  3.08  -0.22  -2.92  0.45
H  4.55  0.44  -2.04  0.27
H  2.94  2.07  -1.66  0.31
H  1.64  1.06  -1.89  0.52
H  -2.25  -1.47  -2.56  0.35
C  6.88  4.91  -1.76  -0.32
C  5.84  4.84  -2.88  -0.25
O  6.19  3.68  -3.63  -0.32
S  6.83  2.57  -2.64  0.92
O  5.79  1.64  -2.27  -0.49
O  8.09  2.15  -3.17  -0.54
O  7.10  3.55  -1.37  -0.30
H  7.82  5.31  -2.12  0.29
H  6.53  5.49  -0.91  0.33
H  5.86  5.73  -3.51  0.34
H  4.84  4.70  -2.47  0.18
C  -6.16  2.11  -1.30  -0.16
C  -7.54  1.60  -0.90  -0.14
O  -8.06  2.59  -0.02  -0.34
S  -7.50  4.04  -0.46  1.09
O  -8.49  4.69  -1.27  -0.54
O  -6.90  4.67  0.68  -0.53
O  -6.31  3.52  -1.44  -0.33
H  -5.43  1.92  -0.51  0.22
H  -5.81  1.67  -2.23  0.25
H  -7.49  0.63  -0.41  0.23
H  -8.20  1.53  -1.77  0.26
C  -10.08  -2.66  -0.19  -0.31
C  -10.73  -2.17  -1.47  -0.35
O  -9.67  -1.58  -2.22  -0.30
S  -8.29  -2.37  -1.90  1.08
O  -8.07  -3.33  -2.94  -0.56
O  -7.30  -1.41  -1.50  -0.46
O  -8.80  -3.16  -0.58  -0.32
H  -9.93  -1.84  0.52  0.27
H  -10.67  -3.45  0.29  0.31
H  -11.53  -1.44  -1.29  0.32
H  -11.14  -3.00  -2.06  0.30
C  6.59  -2.75  6.04  -0.35
C  5.76  -3.57  5.06  -0.05
O  6.63  -4.61  4.63  -0.28
S  7.65  -5.00  5.84  1.09
O  7.12  -6.14  6.52  -0.54
O  8.99  -4.93  5.34  -0.52
O  7.37  -3.69  6.77  -0.31
H  7.27  -2.07  5.51  0.30
H  5.96  -2.16  6.72  0.31
H  5.41  -2.98  4.21  0.13
H  4.91  -4.03  5.56  0.26

=====

electronic energy of number 6 (C16H24F6NO21S4)? -4450.29302 Eh